ORCA calculation (ωB97M-V/def2-TZVPD) on a cluster of 2 separate species, C4H6O2 in total in a non-equilibrium geometry.

The value obtained for the relative energy (zero: lowest compared OMol25 entry of this formula, charge and spin) is 45.51 kcal/mol. Its lowest unoccupied orbital energy is 0.92 eV. The SMILES is C=C=O.CC=O. The value obtained for the HOMO energy is -0.33342 Ha.

Each line ends with the Mulliken charge.
Element x y z (Å)
C  -1.61368  -0.37624  -0.21927  -0.94
C  -0.53544  -1.36752  0.06789  0.17
C  1.50986  1.49757  0.61957  -0.98
C  1.63503  0.71065  -0.41678  0.76
O  1.83204  0.17310  -1.43015  -0.39
O  0.43726  -1.30650  0.79203  -0.50
H  -1.40290  0.46397  0.42058  0.29
H  -2.61327  -0.82743  -0.08506  0.34
H  -1.58545  -0.11694  -1.28667  0.28
H  -0.74734  -2.27517  -0.47996  0.33
H  1.95707  2.48246  0.55162  0.28
H  1.14160  1.00359  1.49070  0.34